Entry 1:
ORCA calculation (ωB97M-V/def2-TZVPD) on the ion C4H7N2O with charge +1.

Summary:
- highest occupied orbital energy (eV) = -14.1685
- net charge = +1
- energy above the lowest of the compared OMol25 structures with the same formula, charge and spin (kcal/mol) = 88.3
- Kohn-Sham gap (eV) = 9.5
- maximum force (eV Å⁻¹) = 3.71

The geometry in XYZ format:
```
14
Properties=species:S:1:pos:R:3:forces:R:3:nbo_charge:R:1
C 1.277913 -0.156167 0.946836 -1.26 -1.69 -0.06 0.340
C -0.762427 1.012643 0.272586 -0.12 -0.94 -1.57 -0.266
C -1.015341 0.212904 -1.017319 0.00 -0.55 0.98 0.040
C -0.421135 -1.092581 -1.323930 0.77 2.27 2.83 0.449
N 0.616451 0.942358 0.613368 1.20 3.41 0.24 -0.555
N 0.776318 -1.313483 0.606051 -0.70 -0.09 -0.17 -0.758
O 0.161827 -0.052401 -1.828010 0.21 -1.10 -1.32 -0.332
H 2.140979 0.043249 1.547945 0.69 -0.38 0.27 0.212
H -1.128530 2.085337 0.152641 0.44 -1.67 0.48 0.265
H -1.190046 0.368953 1.007932 -1.55 0.21 0.92 0.243
H -1.919070 0.450036 -1.513479 -0.63 0.35 -0.93 0.230
H -0.510154 -2.153583 -1.489549 0.29 -0.01 -0.41 0.276
H 0.953660 1.867770 0.940752 0.28 -1.35 -0.41 0.432
H 1.019553 -2.215035 1.084177 0.37 1.52 -0.84 0.424
```
Positions in Å, forces in eV/Å.

=====

Entry 2:
ORCA calculation (ωB97M-V/def2-TZVPD) on a cluster of 10 separate species, C20H60O20 in total.

Summary:
- structure (SMILES) = OCCO.OCCO.OCCO.OCCO.OCCO.OCCO.OCCO.OCCO.OCCO.OCCO
- highest occupied orbital energy (eV) = -8.7566
- net charge = 0
- energy above the lowest of the compared OMol25 structures with the same formula, charge and spin (kcal/mol) = 152.7
- Kohn-Sham gap (eV) = 8.7
- maximum force (eV Å⁻¹) = 4.11

The geometry in XYZ format:
```
100
Properties=species:S:1:pos:R:3:forces:R:3:lowdin_charge:R:1
O 0.386191 -1.279471 -1.099119 -0.22 0.42 0.53 -0.080
C 0.183181 -0.155451 -0.222049 -0.81 0.77 -1.48 -0.167
C -0.578779 0.960839 -1.112359 1.15 -0.54 0.97 -0.154
O -0.856549 2.192219 -0.476989 0.14 0.22 0.61 -0.097
H 1.326541 -1.437071 -0.987259 -0.10 -0.69 -0.35 0.055
H -0.361629 -0.418081 0.684761 -0.37 -0.17 -0.02 0.094
H 1.193321 0.102429 0.096111 -0.21 0.97 0.12 0.107
H -1.534079 0.645519 -1.531969 0.27 -0.90 -0.04 0.103
H 0.125851 1.207309 -1.906619 -0.21 -0.08 -0.20 0.117
H -1.101669 2.120759 0.448431 0.14 -0.61 0.25 0.049
O -0.332989 4.555879 -1.304169 -0.78 0.11 -0.93 -0.026
C 0.118001 5.624419 -0.593979 0.80 -0.48 2.12 -0.319
C 0.415491 6.811789 -1.373169 0.51 1.91 -2.33 -0.256
O 1.047951 6.516889 -2.625959 0.02 -0.21 0.38 -0.049
H -0.654659 3.862109 -0.723819 0.18 -0.35 -0.10 0.041
H -0.563099 6.023159 0.157831 -0.59 -0.24 0.42 0.119
H 0.993751 5.324149 -0.018649 0.60 -0.02 0.17 0.108
H 1.056941 7.518679 -0.846919 0.07 -0.17 0.63 0.118
H -0.500529 7.373569 -1.555989 -0.38 -0.04 -0.27 0.114
H 1.307091 7.351159 -3.024019 -0.01 0.00 -0.03 0.078
O 2.944421 -1.651051 3.810901 -0.76 -0.20 -0.06 -0.012
C 2.550641 -2.739561 3.011111 0.01 -1.71 -0.89 -0.265
C 3.554651 -2.959691 1.940181 0.56 -0.24 -1.07 -0.252
O 3.315341 -2.098651 0.845841 -0.27 1.32 -0.37 -0.064
H 2.834431 -1.867391 4.739711 -0.09 0.02 0.05 0.099
H 2.467951 -3.745141 3.423521 0.54 0.14 1.48 0.126
H 1.583081 -2.787751 2.511511 -0.49 1.56 0.12 0.093
H 3.476511 -3.941831 1.473911 0.08 -0.58 0.76 0.116
H 4.526731 -2.809691 2.409941 0.28 -0.03 -0.28 0.130
H 4.073181 -2.047001 0.258811 0.18 -0.11 0.18 0.087
O 2.656961 -2.264191 -3.463159 0.43 -0.61 -0.12 -0.055
C 3.224471 -3.572601 -3.226819 0.36 1.48 0.46 -0.242
C 2.412091 -4.619581 -3.893249 -0.10 -0.43 1.06 -0.283
O 2.007531 -4.315741 -5.199789 -0.09 -0.21 0.26 -0.022
H 3.040461 -1.708401 -2.780799 -0.05 0.28 -0.15 0.067
H 4.291121 -3.616371 -3.446879 0.12 0.23 -0.41 0.115
H 3.106961 -3.720631 -2.153339 0.30 -0.53 0.21 0.105
H 1.626491 -4.729571 -3.145689 -1.09 -0.20 -0.67 0.113
H 2.947951 -5.568071 -3.856869 0.36 -0.13 -0.04 0.121
H 1.434631 -5.059641 -5.399799 -0.23 0.16 -0.58 0.089
O -0.246649 -3.678681 0.839751 -1.88 1.38 -0.09 -0.071
C 0.240841 -4.956111 1.020241 1.17 -1.03 0.19 -0.246
C -0.586389 -6.049121 0.303851 -0.20 1.61 -1.33 -0.260
O -0.185059 -7.313181 0.666511 0.61 -1.41 1.16 -0.048
H -0.041199 -3.153511 1.616661 -0.11 0.06 -0.14 0.060
H 1.270601 -4.817061 0.691091 0.39 -1.31 -0.54 0.110
H 0.345761 -5.215921 2.073611 -0.41 -0.25 0.28 0.120
H -0.491519 -6.002671 -0.781019 0.31 0.71 -0.26 0.115
H -1.656739 -5.894991 0.440651 -0.14 0.29 0.65 0.118
H -0.914049 -7.924901 0.540091 0.09 -0.02 0.01 0.094
O -4.617229 -2.111831 3.849861 0.79 0.72 1.98 -0.089
C -3.333189 -2.193251 3.187211 -2.68 -0.31 -1.53 -0.199
C -3.394969 -1.239871 1.978591 1.20 0.04 0.28 -0.227
O -3.390169 0.149679 2.380031 -0.67 -1.14 -0.44 -0.066
H -5.389199 -2.137561 3.279771 0.53 0.01 -0.55 0.083
H -2.456219 -1.982661 3.799331 -0.54 0.23 0.60 0.119
H -3.362449 -3.256851 2.950591 1.15 0.01 -0.85 0.114
H -4.246729 -1.475761 1.340651 -0.46 0.39 0.38 0.116
H -2.548229 -1.409601 1.313531 0.48 -0.14 0.01 0.090
H -2.717419 0.236569 3.059341 0.19 0.14 -0.01 0.065
O -3.448969 -1.119731 -1.845529 0.04 -0.13 -0.11 -0.071
C -3.750479 -2.434531 -2.305959 1.51 -0.56 0.34 -0.197
C -2.738269 -3.540691 -1.847549 -1.49 -1.45 0.36 -0.284
O -1.449199 -3.515981 -2.327529 0.69 1.17 -0.95 -0.052
H -3.431769 -1.088181 -0.886199 -0.07 -0.16 0.13 0.053
H -4.763669 -2.748441 -2.054929 -0.12 0.02 0.14 0.109
H -3.654499 -2.365021 -3.389489 -0.13 -0.08 -0.02 0.121
H -3.124409 -4.513331 -2.152469 -0.57 -0.01 -0.46 0.113
H -2.579789 -3.744191 -0.788509 -0.96 0.90 0.84 0.097
H -1.148019 -2.691301 -1.939189 1.32 0.31 -0.19 0.054
O -0.005609 2.664949 -4.256999 1.26 1.03 0.07 -0.070
C -1.406789 2.521099 -4.374859 1.96 -1.50 -0.68 -0.248
C -2.083499 3.664499 -3.681719 -0.43 -1.44 -0.25 -0.270
O -1.356939 4.843909 -3.764659 -0.29 0.56 -0.49 -0.038
H 0.473801 1.897519 -4.577639 -0.34 -0.11 -0.10 0.085
H -1.670839 2.433229 -5.428739 -0.20 0.22 -0.23 0.111
H -1.506019 1.532199 -3.927279 -1.57 0.03 0.26 0.107
H -2.245849 3.302409 -2.666519 -0.29 0.62 0.37 0.107
H -3.000139 3.752549 -4.264909 -0.62 0.11 0.57 0.119
H -2.049819 5.507479 -3.799199 0.38 0.46 0.05 0.091
O 3.278121 1.774759 3.105051 0.59 -0.82 3.82 -0.021
C 2.955991 2.472479 2.020721 -0.64 0.08 -4.06 -0.335
C 3.200051 3.976419 1.952431 1.53 -0.80 1.50 -0.188
O 4.327651 4.224629 2.834401 -0.58 0.04 -0.10 -0.070
H 2.990371 0.865939 2.991751 0.08 -0.13 0.08 0.081
H 3.525031 2.027459 1.204481 0.28 0.17 -0.64 0.115
H 1.927961 2.270739 1.719801 -0.58 0.33 -0.11 0.104
H 2.291201 4.494419 2.258651 0.21 0.48 -0.16 0.098
H 3.575351 4.161839 0.946011 -0.82 0.47 -0.17 0.119
H 4.383151 5.153099 3.072051 -0.14 0.07 -0.18 0.077
O -1.235439 2.115289 2.365591 0.29 0.11 1.59 -0.093
C -0.701019 2.767839 3.557521 0.96 1.37 -1.37 -0.175
C -0.617749 4.311279 3.335391 0.11 -2.13 0.28 -0.260
O -1.836459 4.974799 3.450761 -0.51 0.16 -0.08 -0.041
H -2.081369 2.524029 2.168311 -0.46 0.07 0.16 0.089
H -1.122579 2.527859 4.533641 -0.73 -0.37 -0.24 0.119
H 0.354751 2.505179 3.624261 0.00 -0.53 -0.16 0.103
H -0.272809 4.371779 2.303181 0.24 0.65 0.12 0.109
H 0.099021 4.640319 4.087761 0.33 0.49 -0.24 0.121
H -2.126169 4.830499 4.354561 -0.30 0.19 0.10 0.090
```
Positions in Å, forces in eV/Å.

=====

- Which of these has the lowest Kohn-Sham gap?
  C20H60O20

=====

- The lowest energy above the lowest of the compared OMol25 structures with the same formula, charge and spin belongs to which entry?
  C4H7N2O